65
Properties=species:S:1:pos:R:3:forces:R:3 method="wB97M-V/def2-TZVPD" spin_multiplicity=2 e_tot_ha=-3245.93848 e_lumo_ev="0.62 / 0.58" homo_lumo_gap_ev="8.59 / 9.96"
C -1.166812 2.008753 5.107756 -0.0386 0.0079 -0.0570
C 0.150823 1.267184 4.823220 0.0813 -0.1170 -0.0150
C 0.615789 1.243813 3.346708 -0.0158 0.0896 -0.0229
C 0.654837 -0.153093 2.671167 -0.0216 -0.0370 0.1351
C 2.098506 -0.503726 2.278917 0.0129 0.0478 0.0620
C -0.313864 -0.329933 1.462652 -0.1724 0.1315 -0.1862
P -2.008386 0.193703 1.936746 -0.1236 -0.4596 0.0290
O -2.270068 1.636823 2.003344 0.0204 0.1059 0.0678
O -3.012875 -0.592163 0.966760 0.0136 0.2682 -0.0562
O -2.239868 -0.619910 3.304165 -0.0995 0.2512 -0.0427
C 0.084967 0.643598 0.308125 0.1820 0.1304 0.0376
C 0.274556 0.064318 -1.108244 -0.0796 -0.2466 0.0617
C -0.135420 1.096976 -2.152068 -0.0302 0.0710 -0.0218
C 1.732496 -0.316872 -1.353525 -0.0017 -0.0857 0.0040
N -0.643338 -1.102794 -1.252079 -0.1562 0.0343 0.2034
O -1.838278 -0.810464 -1.601792 0.0602 -0.0561 -0.0225
C -0.477508 -2.305222 -0.369338 0.0938 0.3401 -0.1420
C -1.695208 -3.201227 -0.574960 -0.0595 0.0376 -0.0705
C 0.775332 -3.100754 -0.794603 0.0012 -0.0800 0.0107
C -0.398150 -1.850714 1.120424 0.0748 -0.1366 -0.0168
H -1.512356 2.555759 4.230720 0.0183 0.0274 0.0382
H -1.970836 1.326377 5.389815 0.0234 -0.0232 -0.0083
H -1.054996 2.714557 5.930905 -0.0056 0.0052 0.0010
H 0.077251 0.236746 5.180688 -0.0068 0.0300 0.0395
H 0.943417 1.722766 5.419288 -0.0166 0.0118 0.0022
H 1.626298 1.654798 3.309802 -0.0119 0.0275 -0.0383
H -0.006716 1.925540 2.762107 0.0470 -0.0204 0.0447
H 0.334245 -0.876072 3.425734 -0.0321 -0.0846 -0.0847
H 2.164525 -1.319322 1.559197 0.0116 -0.0475 0.0602
H 2.660616 -0.805023 3.165098 0.0029 0.0606 0.0015
H 2.615121 0.357167 1.850001 -0.0332 -0.0339 -0.0533
H -3.121363 -0.153511 0.103801 0.1345 -0.1842 0.1000
H -2.934669 -0.201962 3.835456 0.1423 -0.0955 -0.0978
H -0.652057 1.445977 0.245354 -0.0079 -0.0164 0.0091
H 1.017825 1.139300 0.588224 -0.0572 0.0207 -0.0356
H 0.624724 1.878681 -2.195470 -0.0310 0.0219 0.0310
H -1.090906 1.554078 -1.907551 0.0144 -0.0443 -0.0436
H -0.222686 0.637751 -3.137503 0.0831 -0.0194 0.0001
H 2.324298 0.599038 -1.392857 -0.0168 -0.0230 0.0134
H 2.157981 -0.940023 -0.571453 -0.0176 0.0371 -0.0196
H 1.848227 -0.824644 -2.310811 0.0143 0.0236 -0.0014
H -2.596767 -2.747581 -0.175692 -0.0103 0.0200 -0.0049
H -1.854704 -3.394183 -1.636190 0.0562 -0.0682 0.0106
H -1.513204 -4.148447 -0.064949 -0.0311 0.0287 0.0386
H 1.654668 -2.872033 -0.193958 -0.0195 0.0221 -0.0553
H 1.017698 -2.923424 -1.841663 -0.0475 -0.0156 -0.0152
H 0.575215 -4.167395 -0.683595 0.0294 0.0297 0.0587
H 0.449180 -2.351727 1.588209 0.0212 0.0087 -0.0556
H -1.275024 -2.262385 1.616370 -0.0078 -0.0150 0.0972
Cl -1.838181 4.324867 -2.076459 0.0181 0.0899 0.0106
C -3.194934 4.109399 -3.211426 -0.0009 -0.0825 0.0058
C -4.456466 3.689145 -2.499464 -0.0042 -0.0001 0.0175
Cl -4.327315 2.033083 -1.847915 0.0106 -0.0183 -0.0234
H -2.895218 3.358780 -3.938748 0.0128 0.0202 -0.0115
H -3.350780 5.062190 -3.713728 -0.0145 0.0041 0.0163
H -5.287874 3.688189 -3.202041 -0.0017 0.0042 0.0061
H -4.681355 4.351484 -1.667730 0.0011 -0.0039 -0.0005
Cl 3.449397 -0.163879 -4.683963 -0.0088 0.0316 -0.0757
C 4.742034 -1.390797 -4.706210 -0.0079 -0.0189 0.0721
C 4.734630 -2.227511 -3.450098 -0.0232 -0.0058 -0.0146
Cl 5.169118 -1.279681 -2.003303 0.0229 -0.0054 -0.0001
H 5.686691 -0.868481 -4.831967 0.0003 -0.0057 0.0117
H 4.563299 -2.033047 -5.566631 0.0000 0.0129 -0.0078
H 5.464612 -3.029740 -3.540755 0.0039 0.0057 0.0065
H 3.749803 -2.653105 -3.272010 0.0042 -0.0090 -0.0033

---

61
Properties=species:S:1:pos:R:3:forces:R:3 method="wB97M-V/def2-TZVPD" e_tot_ha=-1274.79762 e_lumo_ev="-15.13 / -15.14" total_charge=+4 homo_lumo_gap_ev="6.34 / 6.36"
Mo -0.094257 0.334494 1.024711 0.3265 -0.2759 -0.3050
C -1.918362 2.668341 2.126247 -0.0380 -0.1519 -0.0660
O -1.696676 1.209686 1.893249 0.1179 0.1629 0.2229
C -2.376593 0.378613 2.925352 0.0362 -0.0222 -0.1194
C -2.405044 -1.005707 2.353933 0.0462 0.0867 0.1528
O -1.034596 -1.283967 1.888068 -0.1480 -0.0561 -0.2492
C -0.815084 -2.730204 1.677688 -0.0247 0.1211 -0.1115
H -1.484861 2.925417 3.090373 -0.0246 0.0284 -0.0085
H -2.993680 2.828687 2.111486 0.0110 0.0464 0.0077
H -1.438217 3.193591 1.307753 0.0015 0.0207 0.0274
H -3.378977 0.777535 3.079499 0.0001 -0.0342 -0.0236
H -1.789628 0.464177 3.840606 -0.0507 -0.0348 0.0053
H -3.064582 -1.081295 1.487322 -0.0101 -0.0337 0.0395
H -2.685456 -1.751054 3.098371 0.0304 0.0545 0.0538
H -0.955621 -3.220746 2.638359 0.0050 -0.0215 -0.0119
H 0.207566 -2.853868 1.336488 -0.0369 -0.0049 0.0024
H -1.528338 -3.085373 0.936654 0.0017 -0.0370 0.0142
N 5.414791 -0.677232 3.339475 -0.0597 0.0118 -0.0198
C 4.248628 -0.460748 2.804687 0.1193 -0.0011 0.0546
C 3.673979 -1.373877 1.848744 -0.1165 -0.0230 -0.0977
C 2.463031 -1.126267 1.318200 0.1477 -0.0546 -0.2868
N 1.714176 0.004774 1.639449 -0.1229 0.2103 0.4463
C 2.266814 0.888504 2.567332 0.0422 0.0909 0.2592
C 3.467304 0.700118 3.142352 -0.1037 0.0782 -0.0500
H 5.973109 -1.493496 3.110411 -0.0084 -0.0110 -0.0038
H 5.823552 -0.039056 4.015370 -0.0019 0.0063 0.0001
H 4.212785 -2.264234 1.549907 -0.0059 -0.0194 0.0135
H 2.033678 -1.795091 0.580853 0.0136 -0.0099 0.0432
H 1.674865 1.767653 2.806912 0.0209 -0.0359 0.0342
H 3.839153 1.427135 3.853272 0.0055 0.0126 -0.0030
C 2.370695 -0.029809 -2.579067 -0.0219 0.0560 0.0505
C 1.038774 -0.654496 -2.946080 0.0574 -0.1200 -0.0585
C 1.055433 -2.172737 -3.031987 -0.0554 0.0130 0.0503
Sb -0.626737 -0.009713 -1.670253 -0.2130 -0.0918 -0.0779
C -0.651548 2.151377 -1.579007 -0.0948 0.0617 0.1448
C 0.461785 2.625554 -0.645564 0.1759 -0.2532 0.2807
C -0.496246 2.762685 -2.975869 -0.0028 -0.0356 -0.0367
C -2.534774 -0.811799 -2.383800 0.0143 0.0168 -0.0663
C -2.831237 -2.182843 -1.798033 0.0541 0.0061 0.0225
C -3.639992 0.209135 -2.171898 0.0344 0.0130 0.0134
H 3.116002 -0.383208 -3.296095 -0.0142 -0.0058 -0.0192
H 2.712993 -0.337486 -1.587986 0.0140 -0.0006 -0.0091
H 2.368128 1.057955 -2.642893 -0.0104 0.0008 0.0208
H 0.648375 -0.219759 -3.874630 0.0340 -0.0154 -0.0140
H 1.393930 -2.629619 -2.099780 -0.0057 -0.0232 -0.0094
H 1.766666 -2.462284 -3.809320 0.0088 0.0301 -0.0118
H 0.092537 -2.600046 -3.313460 -0.0011 0.0007 0.0081
H -1.629953 2.417857 -1.169805 -0.0038 -0.0192 -0.0292
H 1.458456 2.516282 -1.072020 -0.0352 0.0130 -0.0613
H 0.560591 2.107074 0.372291 -0.0726 0.2081 -0.1216
H 0.326963 3.661464 -0.324833 0.0087 0.0337 -0.1025
H 0.461837 2.502124 -3.427291 0.0021 0.0055 -0.0141
H -0.546014 3.851610 -2.905653 0.0042 0.0063 0.0219
H -1.296359 2.448049 -3.646386 -0.0022 0.0093 -0.0038
H -2.275164 -0.893230 -3.445194 -0.0500 -0.0247 0.0024
H -3.119785 -2.107034 -0.746871 0.0114 -0.0253 0.0067
H -2.007565 -2.889993 -1.904021 -0.0029 -0.0047 0.0061
H -3.685674 -2.608252 -2.329009 -0.0090 0.0282 -0.0149
H -3.891497 0.318526 -1.114109 -0.0035 0.0355 -0.0054
H -4.539469 -0.151283 -2.677352 0.0077 -0.0289 -0.0011
H -3.414610 1.187386 -2.597148 -0.0021 0.0069 0.0076

---

65
Properties=species:S:1:pos:R:3:forces:R:3 method="wB97M-V/def2-TZVPD" spin_multiplicity=2 e_tot_ha=-2369.78686 e_lumo_ev="-8.50 / -8.21" total_charge=+2 homo_lumo_gap_ev="6.39 / 6.58"
Tc 0.070822 -0.702640 -1.241680 -0.1169 1.8663 1.6243
C 1.231869 3.047903 -2.798078 -0.1315 -0.3084 0.1041
Si 0.147871 2.771231 -1.270257 -0.5011 0.0747 -0.2681
C 0.480286 4.257254 -0.164938 -0.0859 -0.2469 0.0803
C -1.650895 2.728404 -1.861677 0.3561 0.1600 0.2020
C 0.408461 1.121776 -0.231451 0.6732 -0.8280 0.3025
Si 2.243829 1.106775 0.495311 -0.2721 -0.1049 -0.2590
C 3.455973 1.626456 -0.841312 -0.0397 0.0333 0.3196
C 2.686852 -0.661848 1.011729 -0.0512 0.1648 -0.0886
C 2.293473 2.231201 2.000730 -0.0285 -0.1011 -0.1462
Si -0.894077 1.068938 1.180976 -0.3463 -0.1210 0.0121
C -0.507366 -0.109323 2.600586 0.1677 0.1193 -0.2670
C -1.558562 2.637469 1.961272 0.1328 -0.0436 -0.2145
C -2.315826 0.249965 0.187490 0.3327 0.2528 0.4706
C -3.667102 0.378603 0.470427 -0.1783 -0.1535 -0.1004
C -4.610817 -0.282941 -0.302605 0.1432 0.0540 0.0259
C -4.173468 -1.093170 -1.345730 0.0115 0.0321 0.0255
C -2.821688 -1.193994 -1.582447 -0.1669 -0.1294 -0.1601
N -1.917888 -0.528965 -0.839577 -0.1775 -0.1738 -0.6683
H 0.610565 3.084475 -3.697086 -0.0127 -0.0220 0.0295
H 2.016765 2.310779 -2.943833 0.0351 0.0058 -0.0557
H 1.725952 4.017692 -2.716882 -0.0255 0.0117 0.0617
H 0.119631 5.146805 -0.687883 -0.0027 -0.0353 -0.0891
H 1.548799 4.398637 0.007187 -0.0010 -0.0031 -0.0548
H -0.020315 4.227251 0.801265 0.0794 0.0634 -0.0993
H -1.829489 3.597408 -2.498799 -0.0242 -0.0085 -0.0117
H -2.369010 2.774369 -1.041118 -0.0250 -0.0067 -0.0322
H -1.855302 1.833054 -2.452074 -0.0156 0.0078 -0.0363
H 3.356475 1.027408 -1.749359 -0.0224 -0.0296 0.0176
H 4.475662 1.485936 -0.473527 -0.0100 -0.0187 0.0346
H 3.358385 2.678768 -1.111880 0.0122 -0.0260 0.0006
H 3.143834 -1.213388 0.185358 0.0062 -0.0196 -0.0091
H 1.841255 -1.231027 1.395839 0.0399 0.0454 0.0582
H 3.432198 -0.619606 1.809699 0.0506 0.0271 -0.0434
H 1.750361 3.164602 1.857668 0.0394 -0.0310 0.0087
H 3.334476 2.491897 2.206747 0.0166 -0.0252 -0.0007
H 1.902890 1.741507 2.894324 0.0212 -0.0056 -0.0243
H 0.256066 0.316329 3.254509 -0.0423 -0.0201 0.0110
H -0.150737 -1.080242 2.261691 0.0016 0.0184 0.0267
H -1.402216 -0.268086 3.205754 -0.0509 0.0696 -0.0331
H -0.770029 3.162096 2.504065 -0.0274 -0.0262 0.0209
H -2.319862 2.370178 2.698104 0.0136 -0.1066 -0.0047
H -2.007850 3.334055 1.253186 0.0265 -0.0211 0.0130
H -3.975493 1.004084 1.297575 0.0005 0.0172 -0.0147
H -5.668041 -0.170708 -0.101519 0.0002 -0.0175 0.0140
H -4.868374 -1.637474 -1.968812 0.0079 0.0094 -0.0149
H -2.448546 -1.817331 -2.387275 0.0630 0.0558 0.0254
O 2.252753 -0.313019 -4.605407 -0.4222 -0.0492 -0.2142
S 0.897752 0.107272 -4.363648 0.5500 0.1031 0.8373
N 0.478751 -0.040790 -2.896030 -0.2822 -0.6331 -0.8204
C 0.470959 -5.630443 1.192772 0.1508 -0.3225 -0.0446
N -0.072362 -4.285464 1.003898 -0.0266 0.4397 -0.0615
C -1.331405 -3.938396 1.669350 -0.2289 0.1006 0.0581
C 0.498860 -3.416583 0.203105 0.3372 -0.5983 0.1422
C 1.732358 -3.803875 -0.552752 -0.0651 0.1596 -0.0629
O -0.014903 -2.249992 0.079243 0.0344 0.3017 -0.6415
H -0.017639 -6.092593 2.043551 -0.0353 0.0636 0.0230
H 1.539407 -5.597071 1.395087 -0.0312 0.0443 0.0134
H 0.297684 -6.260642 0.319286 -0.0394 0.0828 -0.0233
H -1.467636 -4.567516 2.542508 0.0788 -0.0457 -0.0110
H -2.173644 -4.089196 0.991417 0.0476 -0.0445 -0.0071
H -1.321285 -2.898743 1.982970 0.0386 -0.0251 -0.0076
H 1.525264 -4.625293 -1.240662 -0.0246 -0.0216 0.0372
H 2.520378 -4.129960 0.125691 0.0055 0.0269 0.0025
H 2.094912 -2.950261 -1.122074 0.0368 -0.0380 -0.0117